{"formula": "C54H120N14O14", "method": "ωB97M-V/def2-TZVPD", "multiplicity": 1, "e_tot_ha": -3949.22045, "charge": -2, "gap_ev": 1.4, "species": ["C", "C", "C", "C", "C", "C", "N", "O", "C", "C", "C", "H", "H", "H", "H", "H", "H", "H", "H", "H", "H", "H", "H", "H", "H", "H", "H", "H", "H", "C", "C", "C", "C", "C", "C", "N", "O", "C", "C", "C", "H", "H", "H", "H", "H", "H", "H", "H", "H", "H", "H", "H", "H", "H", "H", "H", "H", "H", "C", "C", "O", "N", "C", "H", "H", "H", "H", "H", "H", "H", "C", "C", "O", "N", "C", "H", "H", "H", "H", "H", "H", "H", "C", "C", "O", "N", "C", "H", "H", "H", "H", "H", "H", "H", "C", "C", "O", "N", "C", "H", "H", "H", "H", "H", "H", "H", "C", "C", "O", "N", "C", "H", "H", "H", "H", "H", "H", "H", "C", "C", "O", "N", "C", "H", "H", "H", "H", "H", "H", "H", "C", "C", "O", "N", "C", "H", "H", "H", "H", "H", "H", "H", "C", "C", "O", "N", "C", "H", "H", "H", "H", "H", "H", "H", "C", "C", "O", "N", "C", "H", "H", "H", "H", "H", "H", "H", "C", "C", "O", "N", "C", "H", "H", "H", "H", "H", "H", "H", "C", "C", "O", "N", "C", "H", "H", "H", "H", "H", "H", "H", "C", "C", "O", "N", "C", "H", "H", "H", "H", "H", "H", "H"], "positions_angstrom": [[1.775, 2.913, 1.249], [0.555, 2.046, 1.816], [-0.753, 2.877, 1.506], [-1.094, 2.902, 0.008], [-1.087, 1.494, -0.646], [0.059, 0.578, -0.300], [0.498, 0.737, 1.161], [1.351, -0.331, 1.630], [1.272, 1.036, -1.279], [-0.486, -0.840, -0.600], [0.655, 2.015, 3.378], [1.752, 3.109, 0.178], [2.669, 2.369, 1.555], [1.920, 3.871, 1.749], [-0.465, 3.911, 1.697], [-1.579, 2.676, 2.188], [-0.388, 3.547, -0.517], [-2.035, 3.411, -0.204], [-1.197, 1.645, -1.720], [-2.079, 1.111, -0.404], [2.239, 0.921, -0.789], [1.164, 2.072, -1.602], [1.345, 0.427, -2.180], [-1.431, -1.028, -0.090], [0.190, -1.667, -0.380], [-0.536, -0.808, -1.688], [1.706, 1.841, 3.609], [0.086, 1.222, 3.863], [0.335, 2.921, 3.893], [2.894, -2.597, -1.465], [3.297, -4.057, -1.085], [3.045, -4.972, -2.321], [4.183, -4.926, -3.389], [5.425, -5.339, -2.624], [5.818, -4.310, -1.436], [4.637, -4.183, -0.482], [4.890, -3.179, 0.641], [6.446, -3.020, -2.213], [6.969, -5.007, -0.643], [2.202, -4.523, -0.147], [2.799, -1.993, -0.563], [1.947, -2.651, -2.003], [3.729, -2.172, -2.022], [2.150, -4.615, -2.831], [2.906, -6.044, -2.183], [4.258, -3.950, -3.867], [4.087, -5.638, -4.209], [6.300, -5.515, -3.249], [5.259, -6.320, -2.179], [6.257, -2.048, -1.758], [6.031, -2.833, -3.203], [7.494, -2.976, -2.507], [7.739, -5.396, -1.309], [6.697, -5.884, -0.054], [7.538, -4.299, -0.041], [2.245, -4.188, 0.889], [2.238, -5.612, -0.112], [1.251, -4.169, -0.547], [5.795, 1.009, -0.815], [6.190, 0.372, 0.511], [5.357, -0.074, 1.328], [7.454, 0.573, 0.872], [8.196, -0.010, 2.059], [4.843, 1.540, -0.796], [5.864, 0.227, -1.571], [6.610, 1.702, -1.026], [8.022, 1.032, 0.175], [7.469, 0.227, 2.837], [9.111, 0.567, 2.190], [8.337, -1.070, 1.849], [-2.812, -0.876, -4.290], [-3.031, 0.019, -5.469], [-2.352, -0.079, -6.522], [-3.851, 1.028, -5.246], [-4.384, 1.917, -6.328], [-3.577, -1.648, -4.358], [-2.706, -0.389, -3.320], [-1.880, -1.399, -4.503], [-4.558, 0.845, -4.549], [-4.262, 2.979, -6.114], [-5.409, 1.550, -6.385], [-3.992, 1.680, -7.317], [-5.361, 4.171, -2.852], [-5.901, 4.126, -1.516], [-6.997, 4.672, -1.240], [-5.109, 3.383, -0.663], [-5.450, 3.220, 0.746], [-5.378, 5.167, -3.293], [-5.978, 3.472, -3.418], [-4.348, 3.772, -2.885], [-4.430, 2.732, -1.031], [-6.212, 3.959, 0.993], [-4.680, 3.421, 1.491], [-5.972, 2.312, 1.048], [-5.741, -4.874, 0.229], [-4.358, -4.389, 0.075], [-3.759, -3.923, 1.135], [-3.779, -4.557, -1.123], [-2.414, -4.234, -1.366], [-6.440, -4.142, 0.634], [-5.737, -5.704, 0.937], [-6.052, -5.223, -0.756], [-4.398, -4.694, -1.910], [-1.942, -5.128, -0.958], [-2.124, -3.333, -0.826], [-2.209, -4.040, -2.419], [-1.855, 6.002, 3.497], [-2.088, 7.353, 4.204], [-2.251, 7.412, 5.430], [-2.000, 8.415, 3.441], [-2.125, 9.780, 3.978], [-2.729, 5.374, 3.667], [-1.081, 5.439, 4.017], [-1.639, 6.099, 2.433], [-2.078, 8.309, 2.440], [-3.136, 10.177, 3.889], [-1.493, 10.505, 3.465], [-1.838, 9.825, 5.029], [4.226, -0.658, -4.979], [4.768, 0.632, -4.510], [5.903, 0.838, -4.724], [3.900, 1.521, -4.011], [4.137, 2.912, -3.600], [3.222, -0.695, -5.402], [4.262, -1.249, -4.064], [4.855, -1.114, -5.743], [2.947, 1.187, -4.017], [4.891, 3.364, -4.244], [4.300, 2.792, -2.529], [3.237, 3.499, -3.786], [-5.043, -0.506, -0.964], [-5.556, -0.040, -2.363], [-5.093, 0.989, -2.777], [-6.480, -0.819, -2.922], [-7.293, -0.559, -4.062], [-4.702, -1.528, -0.800], [-5.914, -0.340, -0.329], [-4.337, 0.268, -0.662], [-6.696, -1.775, -2.678], [-6.935, 0.201, -4.757], [-8.300, -0.309, -3.729], [-7.482, -1.431, -4.689], [-0.996, -3.010, 2.675], [0.130, -4.027, 2.916], [1.249, -3.705, 3.283], [-0.264, -5.269, 2.645], [0.446, -6.481, 2.725], [-0.975, -2.678, 1.637], [-1.067, -2.179, 3.377], [-1.974, -3.482, 2.764], [-1.217, -5.369, 2.326], [-0.103, -7.255, 3.261], [1.316, -6.317, 3.361], [0.729, -6.876, 1.749], [3.229, 1.844, 6.269], [4.129, 1.924, 4.977], [4.178, 0.989, 4.203], [4.801, 3.047, 4.662], [5.716, 3.290, 3.509], [2.796, 0.844, 6.250], [2.514, 2.611, 6.565], [4.001, 1.761, 7.035], [4.599, 3.923, 5.123], [6.541, 2.604, 3.696], [6.239, 4.245, 3.566], [5.304, 3.143, 2.510], [-3.634, -0.662, 2.506], [-4.756, -1.318, 3.399], [-5.016, -0.609, 4.338], [-5.312, -2.512, 3.092], [-6.344, -3.192, 3.917], [-4.166, -0.048, 1.779], [-2.976, -1.316, 1.934], [-3.001, -0.036, 3.136], [-4.825, -2.926, 2.309], [-6.083, -3.282, 4.971], [-6.567, -4.167, 3.483], [-7.301, -2.670, 3.935], [0.895, 1.711, -6.794], [0.565, 2.782, -5.820], [1.355, 3.640, -5.545], [-0.659, 2.697, -5.156], [-1.029, 3.716, -4.179], [0.467, 1.960, -7.765], [0.650, 0.751, -6.339], [1.970, 1.610, -6.946], [-1.386, 2.081, -5.493], [-1.034, 4.615, -4.794], [-0.320, 3.611, -3.357], [-2.045, 3.634, -3.793], [0.452, -1.559, 7.624], [0.545, -1.100, 6.188], [1.474, -1.233, 5.493], [-0.605, -0.844, 5.543], [-1.911, -0.497, 6.218], [0.394, -0.630, 8.190], [1.376, -2.082, 7.873], [-0.409, -2.222, 7.713], [-0.518, -0.891, 4.537], [-1.772, 0.162, 7.074], [-2.621, -1.302, 6.410], [-2.512, 0.234, 5.677]], "forces_ev_per_angstrom": [[0.033, -0.455, 1.191], [-0.603, 0.913, -1.113], [1.095, 0.423, -0.859], [0.437, -0.765, -0.169], [-1.455, 1.774, 0.370], [1.894, 1.066, 1.666], [-1.850, -1.484, -0.060], [-0.845, 1.747, -0.800], [-0.410, -1.075, 0.518], [1.511, 0.321, -0.205], [0.823, -0.851, -0.655], [-0.062, -0.287, 0.117], [0.173, -0.415, -0.524], [-0.435, 0.414, 0.240], [-0.024, 0.279, 0.481], [-0.160, -0.582, -0.185], [0.475, -0.014, 0.113], [-0.467, -0.115, 0.164], [0.426, -0.088, -0.489], [-0.072, -0.773, 0.536], [-0.146, -0.105, 0.331], [-0.160, 0.140, 0.089], [-0.243, -0.224, -0.277], [-0.177, 0.205, -0.113], [0.310, 0.312, 0.389], [-0.766, -0.376, -0.327], [-0.031, -0.204, 0.268], [-0.004, -0.288, -0.462], [-0.016, 0.551, -0.484], [0.971, -0.544, 0.424], [-0.157, 0.554, -0.108], [1.137, 0.516, -2.161], [0.152, -0.089, 0.975], [0.742, 1.039, 1.247], [-0.222, -0.764, -0.645], [1.326, 0.613, 0.292], [-0.378, -1.846, -2.746], [-0.996, 0.383, 0.088], [0.429, 0.571, -0.430], [-0.018, -0.404, 1.105], [-0.056, -0.055, 0.148], [0.015, 0.396, -0.310], [-0.213, 0.252, -0.451], [-0.402, 0.036, 0.228], [-0.073, -0.015, 0.919], [0.177, 0.222, 0.196], [-0.627, -0.204, -0.102], [0.225, 0.428, -0.266], [-0.312, -0.101, 0.304], [-0.095, -0.257, 0.853], [-0.741, -0.547, -0.235], [0.517, -0.794, 0.733], [0.052, 0.001, -0.710], [-0.634, 0.348, 0.203], [-0.475, 0.100, 0.417], [0.483, 0.448, -0.122], [-0.294, -0.250, 0.044], [-0.327, -0.244, -0.097], [1.196, -0.447, 0.167], [-4.578, -0.309, 3.032], [1.878, 0.656, -2.109], [3.742, 0.322, -0.088], [-2.285, 1.086, -1.770], [0.030, -0.458, 0.187], [-0.458, 0.105, -0.200], [-0.199, 0.377, -0.468], [0.098, -0.291, 0.143], [0.398, -0.752, 0.603], [0.000, -0.222, -0.048], [0.118, 0.038, 0.591], [0.677, -1.045, -0.624], [2.926, 0.025, -1.828], [-1.196, -0.093, 1.516], [-1.626, 1.751, -1.085], [-0.013, -1.637, 0.318], [-0.265, -0.048, 0.591], [-0.440, 0.058, -0.114], [0.054, 0.016, 0.138], [0.337, 0.451, 0.576], [-0.210, -0.197, 0.163], [-0.464, 0.988, -0.149], [0.577, -0.040, 0.323], [0.870, -0.357, -1.907], [-1.663, 0.203, 2.076], [2.283, -1.037, 0.145], [-0.926, 0.247, 1.276], [-1.211, 0.792, 0.585], [-0.217, -0.109, 0.079], [-0.034, 0.198, -0.422], [0.031, 0.121, -0.111], [-0.006, 0.376, -0.313], [-0.022, 0.299, -0.338], [0.622, -0.222, -0.592], [0.361, -0.572, -0.503], [-0.694, -0.429, -0.545], [2.169, 1.622, 3.981], [-1.449, -1.506, -4.048], [-1.878, 0.826, -0.032], [0.851, -0.074, 0.438], [0.219, 0.219, -0.151], [0.060, -0.099, -0.126], [-0.631, -0.197, 0.169], [0.122, -0.219, 0.215], [1.234, 0.473, -0.383], [0.117, -0.167, 0.223], [-0.081, -0.438, 0.062], [-0.543, 0.356, 0.611], [0.371, -2.721, 2.197], [0.052, 0.065, -1.081], [-0.048, 2.959, -1.261], [-0.081, 0.055, -0.013], [-0.227, 0.131, -0.277], [0.308, 0.343, -0.150], [0.026, -0.135, 0.098], [0.228, -0.061, 0.229], [-0.214, -0.226, 0.084], [0.237, -0.374, -0.321], [-0.098, -0.435, -0.115], [-0.820, -1.501, 0.197], [-2.746, 0.221, -1.276], [4.837, 1.446, -0.076], [-1.570, 0.238, -0.230], [-0.539, -1.280, -0.164], [-0.275, 0.348, 0.414], [-0.269, -0.700, -0.177], [0.329, 0.230, 0.342], [0.047, 0.303, 0.304], [0.483, -0.188, 0.623], [0.645, 1.138, -0.048], [-0.158, -0.246, 0.131], [-1.086, 0.942, -0.536], [1.657, -1.931, 3.067], [-0.586, 1.400, -1.335], [-0.928, -1.376, -1.346], [-1.172, 0.779, -1.257], [0.159, 0.096, -0.355], [-0.112, -0.214, 0.339], [0.379, -0.540, -0.011], [0.861, 0.366, 1.274], [0.179, 0.202, 0.411], [-0.085, 0.534, -0.036], [0.573, -0.387, 0.161], [-0.655, -0.461, 0.012], [1.320, 2.785, 0.718], [-1.033, -0.771, -0.066], [-2.286, -1.331, -0.759], [1.256, -0.669, 0.723], [0.443, 0.422, 0.139], [0.780, -0.117, -0.394], [-0.091, -0.368, 0.065], [0.144, 0.273, 0.049], [-0.453, -0.039, -0.066], [0.357, 0.070, -0.422], [0.272, 0.049, -0.020], [1.844, -0.619, -0.380], [-1.878, -1.145, -1.388], [0.279, -0.111, 0.908], [0.955, 3.460, -0.069], [0.366, -1.533, 1.051], [-0.331, 0.211, -0.353], [0.169, 0.183, -0.547], [-0.075, 0.249, 0.581], [-0.319, -0.461, 0.381], [0.005, -0.424, -0.707], [-0.730, 0.398, 0.312], [-0.241, -0.185, 0.241], [-0.664, -1.224, -0.379], [2.080, 1.205, -0.753], [-1.591, 0.033, 1.743], [-0.425, 0.408, 0.415], [0.374, 0.509, -0.644], [0.066, 0.274, 0.025], [-0.154, -0.283, 0.050], [-0.305, -0.054, 0.005], [-0.225, -0.992, 0.025], [0.473, -0.124, -0.133], [0.358, -0.065, 0.081], [0.068, 0.422, -0.298], [0.451, -0.750, -0.101], [-1.517, -0.738, 1.006], [1.006, 1.615, 0.488], [0.056, -0.701, -0.618], [0.208, -0.250, -1.037], [-0.381, -0.599, 0.058], [-0.803, -0.142, -0.637], [0.093, 0.656, 0.149], [0.375, -0.189, -0.101], [0.521, 0.773, 0.970], [-0.050, 0.868, 0.016], [0.040, -0.667, -0.135], [0.466, 0.762, -0.143], [-2.286, -1.747, 0.520], [4.635, -0.069, -1.243], [-4.117, 1.226, 1.213], [0.776, 0.873, -1.006], [-0.363, -0.306, 0.696], [-0.108, 0.091, -0.053], [-0.031, 0.275, 0.381], [0.020, 0.440, 0.025], [0.533, -0.742, 0.632], [0.432, -0.363, 0.237], [0.198, -0.254, -1.063]], "lowdin_charge": [-0.040, -0.457, -0.151, -0.185, -0.184, -0.428, -0.202, -0.266, -0.025, -0.051, -0.024, 0.044, 0.070, 0.054, 0.077, 0.097, 0.086, 0.078, 0.091, 0.079, 0.069, 0.042, 0.048, 0.051, 0.059, 0.060, 0.059, 0.058, 0.059, -0.035, -0.523, -0.156, -0.203, -0.179, -0.411, -0.151, -0.317, -0.040, -0.086, -0.064, 0.080, 0.057, 0.052, 0.091, 0.097, 0.082, 0.088, 0.092, 0.098, 0.041, 0.032, 0.054, 0.047, 0.066, 0.058, 0.079, 0.061, 0.063, 0.007, -0.547, 0.049, -0.023, -0.030, 0.066, 0.068, 0.063, 0.101, 0.070, 0.063, 0.082, 0.006, -0.573, -0.007, 0.021, -0.031, 0.081, 0.081, 0.089, 0.063, 0.077, 0.069, 0.077, -0.028, -0.541, 0.001, 0.028, -0.074, 0.096, 0.085, 0.065, 0.101, 0.074, 0.077, 0.073, -0.009, -0.489, -0.044, -0.002, -0.042, 0.084, 0.096, 0.072, 0.132, 0.103, 0.078, 0.094, 0.005, -0.566, 0.008, 0.010, -0.064, 0.080, 0.083, 0.067, 0.136, 0.076, 0.072, 0.080, -0.005, -0.650, 0.066, 0.029, -0.040, 0.070, 0.066, 0.087, 0.112, 0.085, 0.063, 0.061, 0.029, -0.531, 0.031, 0.022, -0.080, 0.072, 0.082, 0.059, 0.143, 0.078, 0.087, 0.084, 0.011, -0.531, 0.082, -0.017, -0.100, 0.068, 0.055, 0.042, 0.117, 0.068, 0.093, 0.074, 0.003, -0.549, 0.083, -0.008, -0.059, 0.056, 0.065, 0.059, 0.111, 0.069, 0.066, 0.079, 0.021, -0.540, 0.022, 0.031, -0.063, 0.050, 0.044, 0.072, 0.061, 0.077, 0.065, 0.070, -0.006, -0.566, 0.052, 0.011, -0.066, 0.086, 0.080, 0.079, 0.092, 0.083, 0.081, 0.061, -0.005, -0.630, 0.116, 0.033, -0.073, 0.072, 0.082, 0.076, 0.101, 0.070, 0.068, 0.059]}